# 1
The following is a quantum chemistry calculation of the ion C4H10NO with charge +1, from OMol25.

* DFT total energy: -7838.934 eV
* SMILES: CC[NH2+]CC=O
* gap between HOMO and LUMO: 10.49 eV
* multiplicity: 1
* charge: +1
* energy relative to the best compared isomer or geometry (same formula, charge and spin): 230.0 kJ/mol

Last column: Mulliken charge in e.
Element x y z (Å)
H (0.4773, -1.5324, -1.1151)  0.311
H (-0.3094, -0.2097, 1.7079)  0.422
H (0.0447, 1.5894, 0.2056)  0.427
H (1.1084, -2.0345, 0.4529)  0.373
O (-3.0348, 0.6482, -0.3145)  -0.361
C (1.9693, -0.4074, -0.3318)  -1.077
H (2.7361, -0.8439, -0.9775)  0.378
H (-0.7514, 0.5182, -1.2513)  0.348
H (-2.2773, 2.4774, 0.4806)  0.313
H (1.5910, 0.5687, -0.7402)  0.311
C (-2.2274, 1.3684, 0.1793)  -0.029
H (2.3501, -0.1514, 0.6676)  0.321
N (-0.4003, -0.4617, 0.6489)  -0.229
C (0.7199, -1.1878, -0.0937)  -0.361
C (-0.7381, 0.8014, -0.1164)  -0.565
H (-1.2580, -1.1428, 0.5977)  0.417

=====

# 2
The following is a quantum chemistry calculation of a cluster of 2 separate species, C3H4NO6 in total, from OMol25.

* DFT total energy: -16949.109 eV
* gap between HOMO and LUMO (alpha / beta): 7.23 / 7.23 eV
* multiplicity: 1
* charge: -1
* energy relative to the best compared isomer or geometry (same formula, charge and spin): 77.9 kJ/mol

Last column: Mulliken charge in e.
Element x y z (Å)
H (-0.9938, -2.0105, 0.3206)  0.358
O (0.7710, -1.5021, -1.0455)  -0.616
C (0.6546, -0.5497, -0.2612)  0.584
H (2.5985, -0.0944, 0.0524)  0.180
O (1.6617, 1.7107, 0.5737)  -0.563
C (1.7445, 0.5753, -0.3061)  -0.256
O (-0.4917, 0.6183, 1.4383)  -0.689
O (-1.0192, -1.5887, 1.1502)  -0.499
H (1.9390, 0.9552, -1.3847)  0.222
O (-2.3714, 1.3125, -0.8795)  -0.576
C (-0.4221, -0.4012, 0.8241)  0.635
O (-2.8221, -0.8357, -0.9669)  -0.570
N (-2.1317, 0.1057, -0.6276)  0.370
H (0.8828, 1.7045, 1.1122)  0.420

=====

# 3
The following is a quantum chemistry calculation of a cluster of 4 separate species, C14H22Cl2O9 in total, from OMol25.

* DFT total energy: -58347.937 eV
* SMILES: C[C@H]1COC(=O)O1.C[C@H]1COC(=O)O1.C[C@H]1COC(=O)O1.ClCCCl
* gap between HOMO and LUMO: 10.99 eV
* multiplicity: 1
* charge: 0
* energy relative to the best compared isomer or geometry (same formula, charge and spin): 0.0 kJ/mol

Last column: Mulliken charge in e.
Element x y z (Å)
O (-1.1033, -2.1269, -1.0564)  -0.312
O (-1.0173, 7.0916, 3.6902)  -0.364
C (-0.3295, -2.3901, 0.0292)  0.645
C (-2.2784, -2.9001, -1.0166)  0.449
H (-0.4428, 4.6846, 2.1831)  -0.210
C (0.8148, 1.3033, 0.5598)  -0.285
Cl (2.3389, 1.6933, -1.6554)  -0.206
O (-0.8600, -3.3402, 0.7765)  -0.383
H (-1.4336, -4.2023, -2.4667)  0.149
O (1.8228, -4.1177, -2.8657)  -0.375
C (-1.3189, 5.0014, 2.7566)  0.115
C (2.8381, -3.6878, -1.9255)  0.412
C (0.7264, 1.3592, -0.9344)  -0.113
H (-2.5921, 6.8037, 2.4348)  0.236
C (-0.7883, 7.0162, 1.2664)  -1.303
H (-0.1659, 1.1181, 1.0020)  0.239
O (-1.0969, 4.9363, 4.1503)  -0.328
H (-2.1199, 4.3544, 2.4026)  0.314
H (3.5094, -1.9419, -2.8681)  0.408
H (3.7251, -4.1740, -2.3473)  0.412
H (1.9389, -1.6988, -1.9897)  0.159
C (-0.8519, 6.1542, 4.6358)  0.646
H (0.3979, 0.4276, -1.3926)  -0.068
H (-3.1776, -2.2845, -0.9458)  0.286
C (2.3685, -4.3710, -0.6445)  -0.327
H (-2.0693, -4.8681, 0.0197)  0.340
C (-1.5425, 6.5082, 2.4959)  0.413
C (1.2377, -5.2556, -2.4077)  0.633
H (-2.7025, -3.1942, -3.1788)  0.356
O (0.6377, -1.7384, 0.2828)  -0.487
O (0.6435, -6.0030, -3.1090)  -0.546
H (3.4001, -1.7414, -1.1076)  0.342
H (0.0601, 2.1302, -1.3145)  0.397
H (3.2568, -4.7859, -0.1601)  0.326
C (-2.4123, -3.7437, -2.2867)  -1.187
H (1.4421, 0.5151, 0.9638)  0.282
O (1.3888, -5.3177, -1.0652)  -0.352
H (1.9200, -3.7299, 0.1120)  0.130
C (-2.1179, -3.8062, 0.2291)  -0.538
H (-0.7480, 8.1013, 1.2549)  0.346
H (-1.2726, 6.6155, 0.3761)  0.363
C (2.9161, -2.1749, -1.9865)  -1.219
H (-2.8586, -3.5460, 0.9802)  0.289
Cl (1.3310, 2.9174, 1.2154)  -0.252
H (0.2255, 6.6144, 1.2944)  0.323
H (-3.0981, -4.5814, -2.1508)  0.385
O (-0.5417, 6.3757, 5.7642)  -0.540

=====

# 4
The following is a quantum chemistry calculation of an isolated molecule of C17H22N4O4S, from OMol25.

* DFT total energy: -42970.905 eV
* SMILES: CCOCCc1nnc(NC(=O)C2CCN(C(=O)c3ccco3)CC2)s1
* gap between HOMO and LUMO: 9.26 eV
* multiplicity: 1
* charge: 0
* energy relative to the best compared isomer or geometry (same formula, charge and spin): 197.8 kJ/mol

Last column: Mulliken charge in e.
Element x y z (Å)
C (1.2915, -8.0024, 3.0225)  -1.308
H (0.5060, 2.7550, -2.4085)  0.323
H (2.3640, -7.9475, 2.8592)  0.316
H (-0.7968, -5.0543, 1.4566)  0.335
H (1.9902, 1.8401, -2.6809)  0.452
H (-0.7280, 0.2687, 0.2311)  0.573
C (-2.0967, 5.3645, 2.3409)  -0.476
H (2.4235, 3.6784, -1.0843)  0.536
H (0.7783, -7.6160, 0.9623)  0.258
S (0.4378, -2.2635, -0.8524)  -0.151
N (-1.2920, -0.6636, -2.3696)  -0.036
H (1.1504, -0.0580, -1.6196)  0.584
H (-1.1224, 2.6733, -0.3034)  0.234
H (-0.6228, 2.4034, 1.3769)  0.666
C (-1.3436, 6.4153, 2.7710)  -0.490
H (-2.1422, -0.7099, -2.9269)  0.299
H (-3.1230, 5.1017, 2.5083)  0.457
H (1.6334, -4.9847, -0.4002)  0.283
O (-1.3746, 4.5396, 1.5712)  -0.235
N (-1.6254, -2.9353, -2.2080)  -0.488
O (1.0154, -5.8560, 2.0338)  -0.337
H (-0.5208, -7.2324, 2.1198)  0.287
H (0.1738, -5.9792, -0.6314)  0.327
C (1.2287, 2.0837, -1.9404)  -1.131
C (0.5541, -5.0347, -0.2411)  -0.557
C (-0.1232, -3.9373, -0.9596)  0.408
C (-0.0625, 6.2216, 2.2161)  -0.431
H (2.5774, 2.1290, -0.2448)  0.207
C (1.8720, 2.7936, -0.7582)  -0.967
H (0.8025, 6.8421, 2.3229)  0.533
C (0.2833, -4.9374, 1.2775)  -0.511
C (0.5672, -7.1963, 1.9564)  -0.084
N (0.8456, 3.2473, 0.1615)  0.162
C (-0.2873, 2.3631, 0.3380)  -0.851
O (1.9843, 5.1545, 0.5120)  -0.725
H (0.9510, 0.6288, 0.6231)  0.404
N (-1.1708, -4.0598, -1.6831)  -0.431
H (-1.6620, 7.2223, 3.3979)  0.452
O (-1.3597, 1.5021, -2.8530)  -0.637
H (1.0716, -7.5987, 4.0067)  0.320
C (-0.7642, 0.6108, -2.2972)  0.132
H (0.5984, -3.9525, 1.6365)  0.380
C (0.9723, 4.4893, 0.6878)  0.327
C (0.1089, 0.9300, -0.0009)  -0.876
C (-0.1241, 5.0569, 1.4903)  0.411
C (-0.9271, -1.8903, -1.9014)  0.364
H (0.9752, -9.0407, 2.9813)  0.386
C (0.4996, 0.8093, -1.4876)  0.305

=====

# 5
The following is a quantum chemistry calculation of an isolated molecule of C6H13N, from OMol25.

* DFT total energy: -7921.528 eV
* SMILES: C=C(C)CCCN
* gap between HOMO and LUMO: 9.80 eV
* multiplicity: 1
* charge: 0
* energy relative to the best compared isomer or geometry (same formula, charge and spin): 125.9 kJ/mol

Last column: Mulliken charge in e.
Element x y z (Å)
H (0.7150, 1.0962, -1.0966)  0.329
H (-1.1199, -0.3321, 0.9404)  0.203
H (2.1986, -2.5367, -0.2419)  0.343
C (1.7274, -1.6648, -0.7341)  -1.171
C (-0.7852, 0.0279, -0.0587)  -0.102
H (-0.8198, -0.7087, -0.8631)  0.145
H (-1.3388, 2.0519, -0.6925)  0.375
H (0.7327, 1.3777, 0.5869)  0.409
C (2.2577, -0.5040, 1.4461)  -0.955
C (0.6334, 0.5469, -0.0941)  -0.909
H (-2.0071, 0.7217, -1.6769)  0.334
C (1.6630, -0.5078, 0.2732)  0.717
H (2.0109, 0.1512, 2.2774)  0.282
H (-3.5130, 0.0746, -0.0325)  0.232
N (-3.1313, 1.0142, -0.0461)  -0.598
C (-1.8327, 1.0734, -0.6381)  -0.725
H (0.7604, -1.9135, -1.1811)  0.314
H (-3.2482, 1.4174, 0.8774)  0.221
H (2.2833, -1.2266, -1.5932)  0.284
H (3.0778, -1.2004, 1.6004)  0.273

=====

# 6
The following is a quantum chemistry calculation of a cluster of 6 separate species, C29H67BrFN4O5 in total, from OMol25.

* DFT total energy: -120107.977 eV
* gap between HOMO and LUMO: 7.36 eV
* multiplicity: 1
* charge: +1
* energy relative to the best compared isomer or geometry (same formula, charge and spin): 0.0 kJ/mol

Last column: Mulliken charge in e.
Element x y z (Å)
C (3.5739, -2.1678, 0.6753)  -0.759
C (6.2561, -4.5691, 1.1060)  -0.626
H (5.9234, -3.9452, 1.9377)  -0.116
H (-2.1022, -2.8672, -2.7997)  0.066
H (2.5816, -0.4640, 3.9576)  0.220
O (-4.3633, 3.1297, 3.3441)  -0.432
H (6.9617, 1.2706, -4.4716)  0.282
C (-3.6504, -2.4459, -1.3409)  1.149
H (6.3683, 2.8087, -3.8372)  0.240
H (-1.8156, 2.0219, 3.5394)  0.385
H (-2.8376, -2.4870, 0.6587)  0.353
C (-7.8480, 1.8439, -2.9520)  -0.340
H (3.9587, 1.1200, 5.2982)  0.320
H (4.2794, 2.0069, -3.7307)  0.272
C (-3.1779, 3.4831, 2.6732)  -0.424
H (2.8464, -1.7340, 5.1418)  0.338
C (5.8539, 2.4229, -5.9209)  -0.323
H (5.9473, -4.8257, -1.0050)  0.361
H (4.2478, 4.3476, -4.7306)  0.276
C (3.5490, 0.2163, 5.7498)  -1.155
H (-4.1983, 4.6683, 5.5900)  0.291
O (4.6064, 1.7652, -5.7577)  -0.430
H (-2.7048, -1.1965, -2.8257)  0.198
C (-6.7919, 2.2913, -0.8487)  -0.117
H (2.9371, -1.7017, 1.4266)  0.142
H (-2.5860, 3.9969, 5.3339)  0.273
C (3.2968, -0.8424, 4.6903)  -0.204
H (-8.5284, 3.5983, -0.9747)  0.294
C (3.3909, 3.6764, -4.7871)  -0.870
H (-3.5938, 3.3744, 6.6337)  0.391
H (-3.6550, -2.5110, -3.4655)  0.573
C (5.5783, -4.1925, -0.1995)  -0.357
C (5.2155, -3.0100, 5.4034)  -1.082
H (-6.1381, 2.5078, -4.0897)  0.269
H (-3.5030, 3.7860, 1.6757)  0.296
H (5.8202, -3.1584, -0.4711)  0.286
C (-2.1758, 2.3461, 2.5631)  -0.814
H (1.0866, -4.0839, -3.0664)  0.431
H (6.2934, -1.9206, 3.9001)  0.359
C (0.3168, -2.5633, -1.7621)  -0.371
H (-3.6584, 1.7692, 4.7453)  0.299
H (7.3342, -4.4432, 1.0108)  0.408
H (-3.7079, -3.5080, -1.1386)  0.362
H (5.9464, -0.9768, 5.3374)  0.353
H (-7.6481, 3.6752, 0.5493)  0.374
H (-8.0302, 0.9724, -3.5801)  0.349
H (3.7161, -4.0054, 1.7849)  0.225
O (4.4378, -1.1902, 3.9295)  -0.352
H (1.2554, -4.4473, -1.3731)  0.325
C (-3.6120, 3.7500, 5.6113)  -1.051
H (4.4672, -2.8606, 6.1823)  0.323
H (-2.6289, 1.4875, 2.0668)  0.141
H (-3.4015, -0.9225, 0.1859)  0.429
H (6.0493, -5.6091, 1.3581)  0.284
H (-6.2700, 1.7237, -0.0774)  0.227
H (0.9903, -0.2372, -0.8611)  0.283
H (4.5917, -1.8251, 0.8564)  0.494
H (-5.0856, -0.8342, -1.3772)  0.397
C (-7.0968, 2.8989, -3.7456)  -1.032
N (-1.4947, -1.4235, -0.4576)  0.510
H (-6.9067, 3.7980, -3.1578)  0.254
F (0.4469, -2.0450, 0.5392)  -0.258
H (-1.6181, 2.9364, -0.8609)  0.529
H (2.6147, 0.4698, 6.2508)  0.395
C (-0.4511, -2.4172, -0.4604)  -0.399
C (0.5999, -4.0060, -2.1076)  -1.630
H (4.2479, -0.1260, 6.5130)  0.277
O (-7.1360, 1.3391, -1.8359)  -0.423
H (-0.3145, -4.5786, -2.1374)  0.403
C (6.7776, 2.3161, -4.7206)  -0.990
H (-6.0757, 3.0211, -1.2510)  0.268
H (3.2718, -1.8178, -0.3170)  0.152
H (-0.8982, -3.3503, -0.1553)  0.516
H (-8.8278, 2.2236, -2.6440)  0.311
C (3.7986, 2.2137, -4.6977)  -0.250
H (-5.5767, -2.2370, -2.2852)  0.412
N (0.0428, 1.6338, -0.9775)  -0.373
H (2.7206, 3.9294, -3.9634)  0.210
H (4.8418, -3.7718, 4.7174)  0.238
H (5.7019, 3.4718, -6.1975)  0.291
C (-1.1593, -0.1512, -0.6484)  0.384
H (2.8731, 3.8723, -5.7254)  0.313
H (-5.2388, 2.4819, 5.0140)  0.341
Br (1.5050, 2.6829, -1.3010)  0.149
H (1.2700, -2.0666, -1.6324)  0.179
O (4.1733, -4.3923, -0.2021)  -0.439
N (-2.0106, 0.8846, -0.6398)  -0.291
C (-2.8858, -1.7969, -0.1708)  -1.437
C (5.5322, -1.7270, 4.6556)  -0.426
C (-4.2230, 2.7075, 4.6927)  -0.319
H (6.3082, 1.9333, -6.7801)  0.334
H (-1.3055, 2.6713, 1.9877)  0.323
H (2.4096, -3.9681, 0.6201)  0.335
H (6.1173, -3.3899, 5.8824)  0.412
C (-5.0787, -1.9181, -1.3830)  -1.780
H (7.7318, 2.7901, -4.9474)  0.387
C (-1.2448, 1.9341, -0.8312)  -0.342
H (-5.6511, -2.2585, -0.5311)  0.413
H (-0.2084, -2.0738, -2.5689)  0.648
H (-7.6823, 3.1937, -4.6158)  0.402
H (-8.6776, 2.2831, 0.1936)  0.340
C (-2.9712, -2.2349, -2.6799)  -1.325
H (2.9063, 1.5859, -4.7466)  0.278
N (0.1239, 0.2735, -0.8327)  0.495
C (-7.9841, 3.0049, -0.2386)  -1.175
H (-2.7111, 4.3609, 3.1340)  0.309
C (3.4484, -3.6760, 0.7750)  -0.432

=====

# 7
The following is a quantum chemistry calculation of a structure of composition C6H9N, from OMol25.

* DFT total energy: -7852.585 eV
* gap between HOMO and LUMO (alpha / beta): 8.06 / 8.06 eV
* multiplicity: 1
* charge: 0
* energy relative to the best compared isomer or geometry (same formula, charge and spin): 537.8 kJ/mol

Last column: Mulliken charge in e.
Element x y z (Å)
C (1.3959, -1.0414, -1.0739)  -0.192
H (-1.2195, -1.3188, 1.4200)  0.347
H (-2.5521, -0.7523, 0.4089)  0.372
C (-1.0459, 1.3512, -0.6363)  -0.662
C (0.1414, -1.0988, -1.0828)  -0.373
C (-0.6832, 0.2944, 0.1160)  0.367
H (-0.3135, 1.9108, -1.2029)  0.279
C (-1.6806, -0.4343, 0.9842)  -1.419
C (2.3426, -0.2633, -0.3827)  -0.015
H (2.7388, 0.6717, 1.2812)  0.186
N (2.0503, 0.0754, 0.8299)  -0.571
H (-2.0224, 0.2003, 1.8037)  0.368
H (3.2150, 0.1052, -0.9312)  0.364
H (0.3890, 0.3742, 0.6550)  0.258
H (-0.6735, -1.7086, -1.4122)  0.407
H (-2.0822, 1.6342, -0.7767)  0.284

=====

Number 1: molar mass 88.1 g mol⁻¹. Number 2: molar mass 150.1 g mol⁻¹. Number 3: molar mass 405.2 g mol⁻¹. Number 4: molar mass 378.5 g mol⁻¹. Number 5: molar mass 99.2 g mol⁻¹. Number 6: molar mass 650.8 g mol⁻¹. Number 7: molar mass 95.1 g mol⁻¹.